# 1
118
Properties=species:S:1:pos:R:3:lowdin_charge:R:1 method="wB97M-V/def2-TZVPD" orbital_gap_ev=8.9 homo_energy_ev=-8.7 e_lumo_ha=0.00725
C -1.691 4.327 4.110 -0.0187
C -0.932 5.263 3.524 -0.2417
C 0.371 4.906 2.896 -0.2170
Si 0.257 4.229 1.125 0.5549
C 0.738 5.695 0.010 -0.1725
C -0.405 6.340 -0.794 -0.1070
C -0.942 5.478 -1.924 -0.6347
F -2.226 5.144 -1.755 0.1040
F -0.221 4.389 -2.159 0.1288
F -0.930 6.185 -3.082 0.1081
C -1.414 3.484 0.706 -0.2675
C -2.647 4.250 1.064 -0.8239
O -2.809 5.429 1.140 0.0274
Br -4.226 3.086 1.394 0.6729
O 1.616 3.240 1.037 -0.2698
Si 1.751 1.739 0.373 0.1393
I 0.078 0.872 -1.162 0.7654
C 2.096 0.502 1.774 -0.2448
C 1.590 -0.925 1.547 -0.2950
C 2.313 -1.645 0.419 -0.2254
C 1.744 -3.026 0.008 -0.1887
C 0.257 -3.232 0.301 -0.2427
C 0.052 -3.711 1.764 -0.1535
C 3.390 1.719 -0.623 -0.2497
C 3.384 2.892 -1.547 -0.8444
O 2.649 2.997 -2.493 0.0038
Cl 4.540 4.231 -1.189 0.6322
H -2.755 4.227 3.946 0.0386
H -1.204 3.609 4.760 0.0606
H -1.278 6.287 3.493 0.1027
H 1.102 5.714 2.886 0.0767
H 0.830 4.120 3.509 0.0880
H 1.220 6.469 0.597 0.0845
H 1.493 5.377 -0.706 0.0707
H 0.024 7.194 -1.313 0.1213
H -1.204 6.765 -0.202 0.1140
H -1.478 3.298 -0.363 0.0284
H -1.491 2.497 1.154 0.0509
H 3.178 0.488 1.907 0.0777
H 1.681 0.950 2.676 0.0782
H 1.786 -1.479 2.464 0.1047
H 0.509 -0.895 1.450 0.0752
H 2.394 -1.046 -0.483 0.0533
H 3.341 -1.806 0.744 0.0838
H 2.308 -3.792 0.536 0.0914
H 1.887 -3.141 -1.062 0.1039
H -0.188 -3.963 -0.370 0.0805
H -0.278 -2.298 0.156 0.0613
H 0.989 -3.572 2.272 -0.0018
H -0.244 -4.754 1.760 0.0479
H -0.712 -3.126 2.258 0.0528
H 3.428 0.804 -1.198 0.0809
H 4.218 1.782 0.075 0.0696
C 0.061 -6.519 4.518 -1.5549
Cl 0.537 -7.597 3.205 0.5274
Cl 0.962 -5.003 4.438 0.5698
Cl -1.677 -6.213 4.474 0.5301
H 0.294 -7.011 5.455 -0.1024
C -0.113 -10.268 6.936 -1.5273
Cl 0.368 -11.331 5.617 0.5357
Cl 0.806 -8.757 6.885 0.5754
Cl -1.844 -9.941 6.880 0.5370
H 0.110 -10.763 7.871 0.0119
C -3.921 -2.065 -0.083 -1.5693
Cl -5.648 -1.828 -0.346 0.5270
Cl -3.108 -0.511 0.151 0.4783
Cl -3.650 -3.140 1.283 0.5489
H -3.495 -2.529 -0.966 -0.1242
C -4.706 3.756 -3.754 -1.5671
Cl -6.428 3.645 -3.387 0.5316
Cl -3.840 2.355 -3.120 0.5163
Cl -4.445 3.919 -5.492 0.5273
H -4.313 4.641 -3.270 -0.0525
C 6.221 -3.303 2.615 -1.5299
Cl 4.536 -3.738 2.913 0.5350
Cl 6.904 -4.322 1.347 0.4909
Cl 6.357 -1.594 2.186 0.5197
H 6.779 -3.468 3.527 0.0124
C -2.864 -5.510 -3.264 -1.5190
Cl -3.215 -3.892 -2.642 0.6015
Cl -2.709 -5.476 -5.020 0.5034
Cl -1.406 -6.154 -2.514 0.5370
H -3.693 -6.157 -3.009 0.0154
C 0.150 -0.272 -5.546 -1.5508
Cl 1.630 -0.892 -4.810 0.5128
Cl -0.075 -0.946 -7.160 0.5294
Cl -1.245 -0.619 -4.524 0.4858
H 0.243 0.802 -5.637 0.0150
C -3.628 8.415 -3.830 -1.5368
Cl -4.248 8.260 -5.472 0.5430
Cl -3.668 10.101 -3.302 0.5527
Cl -4.543 7.398 -2.719 0.5665
H -2.598 8.083 -3.824 -0.0012
C -1.436 11.822 -0.847 -1.5739
Cl 0.240 11.573 -0.348 0.5167
Cl -2.520 11.724 0.542 0.5218
Cl -1.617 13.372 -1.671 0.5215
H -1.702 11.036 -1.541 -0.0471
C -7.460 -1.984 3.546 -1.5496
Cl -6.182 -3.026 4.174 0.5127
Cl -6.796 -0.458 2.962 0.5131
Cl -8.363 -2.805 2.270 0.5160
H -8.144 -1.766 4.355 0.0089
C 7.733 2.509 -2.354 -1.5704
Cl 7.016 2.671 -3.956 0.5270
Cl 7.152 1.043 -1.556 0.5165
Cl 9.495 2.510 -2.450 0.5281
H 7.425 3.359 -1.760 -0.0167
C 6.988 -7.567 -0.694 -1.5441
Cl 7.430 -8.645 -2.017 0.5307
Cl 7.889 -6.051 -0.794 0.4875
Cl 5.252 -7.257 -0.689 0.5257
H 7.247 -8.051 0.238 0.0142
C -2.569 -10.070 -4.404 -1.5355
Cl -0.960 -10.481 -3.809 0.5260
Cl -3.771 -10.244 -3.123 0.5220
Cl -2.592 -8.428 -5.054 0.5004
H -2.821 -10.758 -5.200 0.0108

***

# 2
76
Properties=species:S:1:pos:R:3:lowdin_charge:R:1 method="wB97M-V/def2-TZVPD" e_above_lowest_ev=0.000 orbital_gap_ev="7.2 / 7.2" s_squared=3.77 multiplicity=4 total_charge=+1 homo_energy_ev="-10.7 / -10.7" e_lumo_ha="-0.12849 / -0.12790"
V -0.847 0.011 1.157 0.2889
Cl -1.212 -1.079 3.444 0.7637
C -2.850 -1.723 3.343 -0.5978
C -3.392 -2.203 4.519 -0.1062
C -4.667 -2.740 4.487 -0.0645
C -5.362 -2.786 3.289 -0.0964
C -4.788 -2.297 2.128 -0.6793
Cl -5.704 -2.387 0.666 0.6950
C -3.500 -1.739 2.112 -0.6708
S -2.814 -1.132 0.610 0.5867
H -2.824 -2.158 5.438 0.1096
H -5.117 -3.123 5.392 0.1150
H -6.359 -3.202 3.243 0.1113
C 0.965 -1.107 -3.866 -0.0963
C 0.899 -1.070 -2.341 -0.6929
C 2.312 -0.976 -1.764 -0.1195
C 0.229 -2.342 -1.824 -0.1217
Sb -0.229 0.626 -1.538 1.5900
C -2.021 0.825 -2.794 -0.6881
C -1.707 1.427 -4.162 -0.1037
C -2.635 -0.561 -2.988 -0.1219
C -3.016 1.705 -2.038 -0.1229
C 0.975 2.425 -1.910 -0.6924
C 0.057 3.638 -1.750 -0.1181
C 2.058 2.521 -0.838 -0.1254
C 1.629 2.417 -3.287 -0.1001
H 1.519 -2.000 -4.174 0.0959
H 1.479 -0.241 -4.283 0.0689
H -0.023 -1.168 -4.320 0.0613
H 2.876 -1.872 -2.044 0.0950
H 2.306 -0.924 -0.669 0.0553
H 2.857 -0.113 -2.150 0.0621
H 0.859 -3.204 -2.064 0.0955
H -0.749 -2.506 -2.275 0.0720
H 0.093 -2.331 -0.740 0.0308
H -0.958 0.853 -4.708 0.0675
H -1.372 2.461 -4.101 0.0627
H -2.624 1.420 -4.761 0.0960
H -2.020 -1.202 -3.619 0.0643
H -3.600 -0.441 -3.491 0.0981
H -2.826 -1.074 -2.045 0.0188
H -2.627 2.703 -1.835 0.0636
H -3.317 1.250 -1.092 0.0462
H -3.916 1.821 -2.650 0.0957
H -0.435 3.646 -0.774 0.0774
H -0.708 3.694 -2.521 0.0597
H 0.659 4.550 -1.821 0.0947
H 1.625 2.626 0.156 0.0512
H 2.657 3.420 -1.022 0.0967
H 2.739 1.668 -0.840 0.0669
H 0.905 2.334 -4.097 0.0676
H 2.353 1.608 -3.385 0.0630
H 2.175 3.357 -3.424 0.0952
C 0.536 2.805 4.232 -0.0166
C -0.333 2.448 3.218 -0.1009
N 0.058 1.658 2.213 -0.0645
C 1.305 1.186 2.213 -0.1664
C 2.217 1.402 3.230 -0.1719
C 1.817 2.271 4.243 0.0240
C 3.547 0.784 3.223 -0.0168
C 3.939 -0.398 2.739 -0.0086
C 3.204 -1.533 2.140 -0.2594
C 3.955 -2.563 1.585 0.0054
C 3.276 -3.647 1.055 -0.0987
N 1.951 -3.739 1.094 0.1103
C 1.321 -2.721 1.664 -0.2285
N 1.863 -1.616 2.167 0.1132
H 0.206 3.471 5.016 0.1196
H -1.359 2.792 3.197 0.1282
H 1.589 0.593 1.348 0.0801
H 2.502 2.515 5.045 0.1309
H 4.320 1.386 3.689 0.1212
H 5.000 -0.604 2.829 0.1133
H 5.035 -2.521 1.570 0.1184
H 3.807 -4.470 0.591 0.1197
H 0.238 -2.797 1.719 0.0837

***

# 3
78
Properties=species:S:1:pos:R:3:lowdin_charge:R:1 method="wB97M-V/def2-TZVPD" e_above_lowest_ev=0.000 orbital_gap_ev=7.1 homo_energy_ev=-7.0 e_lumo_ha=0.00415
Cs 0.742 -0.652 -1.551 0.9699
O -3.206 -3.917 0.656 0.0042
C -2.368 -3.031 0.808 -0.6656
O -2.057 -2.065 -0.016 -0.1485
C -1.510 -3.084 2.102 -0.2413
P 0.039 -1.969 2.270 1.0391
C -0.723 -0.441 2.929 -0.3846
C 0.167 0.546 3.360 -0.1208
C -0.278 1.837 3.643 -0.1074
C -1.599 2.174 3.531 -0.0954
C -2.528 1.154 3.218 -0.0808
C -2.103 -0.122 2.920 -0.0770
C 0.978 -2.643 3.682 -0.4005
C 2.102 -3.410 3.382 -0.1218
C 2.952 -3.769 4.408 -0.1046
C 2.680 -3.400 5.710 -0.1096
C 1.548 -2.686 6.033 -0.0867
C 0.668 -2.307 5.013 -0.0793
H -1.101 -4.109 2.268 0.0874
H -2.110 -2.834 2.990 0.0738
H 1.225 0.268 3.420 0.0990
H 0.479 2.575 3.943 0.1057
H -1.944 3.206 3.638 0.1024
H -3.592 1.370 3.214 0.1017
H -2.819 -0.870 2.586 0.0987
H 2.281 -3.735 2.351 0.1012
H 3.844 -4.362 4.224 0.1027
H 3.396 -3.666 6.503 0.1092
H 1.284 -2.403 7.056 0.1067
H -0.278 -1.802 5.236 0.1126
O 2.592 1.335 -2.520 -0.2819
C 3.612 2.180 -1.954 -0.2521
C 3.132 3.257 -0.976 -0.1709
C 2.343 2.839 0.256 -0.1459
C 3.088 1.864 1.075 -0.3078
C 3.868 2.244 2.175 -0.0294
C 4.628 1.353 2.907 -0.0730
C 4.614 0.040 2.489 -0.0642
C 3.812 -0.282 1.382 -0.1384
N 3.048 0.576 0.709 0.0926
H 1.863 1.900 -2.905 0.0364
H 4.149 2.697 -2.777 0.1191
H 4.356 1.516 -1.520 0.1072
H 2.506 3.929 -1.584 0.1161
H 3.995 3.886 -0.710 0.1222
H 1.358 2.402 -0.024 0.1224
H 2.215 3.759 0.858 0.1232
H 3.871 3.287 2.480 0.1124
H 5.159 1.702 3.804 0.1176
H 5.191 -0.743 2.990 0.1074
H 3.772 -1.312 1.009 0.1073
C -3.932 -2.209 -4.524 -0.0562
N -3.703 -2.495 -3.116 -0.1932
C -4.593 -3.508 -2.515 -0.0399
C -2.786 -1.824 -2.432 -0.3483
O -1.961 -0.997 -2.888 -0.2082
H -4.955 -1.846 -4.648 0.0838
H -3.767 -3.132 -5.119 0.0952
H -3.241 -1.443 -4.804 0.0526
H -4.472 -4.492 -3.011 0.0873
H -5.652 -3.188 -2.616 0.0856
H -4.361 -3.633 -1.424 0.0817
H -2.630 -2.061 -1.226 0.0554
C -2.668 2.197 -5.475 -0.0262
N -1.313 2.463 -4.988 -0.1516
C -0.246 2.609 -5.947 -0.0355
C -1.022 2.473 -3.675 -0.4758
C -2.152 2.518 -2.664 0.0115
O 0.160 2.407 -3.269 -0.0475
H -2.605 1.692 -6.419 0.0848
H -3.264 3.126 -5.522 0.0989
H -3.122 1.522 -4.730 0.0873
H 0.170 1.614 -6.208 0.1083
H 0.553 3.201 -5.493 0.0908
H -0.613 3.124 -6.813 0.0824
H -2.992 3.213 -2.946 0.1004
H -1.669 2.896 -1.756 0.0860
H -2.505 1.493 -2.466 0.0800

***

# 4
81
Properties=species:S:1:pos:R:3:lowdin_charge:R:1 method="wB97M-V/def2-TZVPD" e_above_lowest_ev=0.584 orbital_gap_ev="4.4 / 6.2" s_squared=2.03 multiplicity=3 total_charge=-1 homo_energy_ev="-2.0 / -3.8" e_lumo_ha="0.08948 / 0.08883"
Ti 0.572 0.038 -0.398 0.9220
O -1.288 3.783 2.617 0.1137
C -0.734 3.132 1.572 -0.4759
O -1.291 3.055 0.509 0.1092
C 0.668 2.623 1.903 -0.0946
O 0.748 1.221 1.907 -0.1830
C -0.208 0.597 2.766 -0.0878
C -1.456 0.198 1.969 -0.6345
O -2.520 0.068 2.563 0.0280
O -1.233 0.043 0.724 -0.1488
H -2.180 4.037 2.337 0.1307
H 1.360 2.965 1.135 0.1128
H 0.960 3.027 2.877 0.1396
H 0.263 -0.308 3.152 0.1259
H -0.471 1.247 3.603 0.1320
N 1.189 -3.859 1.609 0.1512
C 2.094 -3.162 2.397 -0.1957
C 2.890 -3.554 3.454 -0.0459
C 3.716 -2.587 4.029 -0.1281
C 3.730 -1.283 3.540 -0.1085
C 2.927 -0.893 2.472 -0.0488
C 2.095 -1.846 1.894 -0.2456
N 1.192 -1.733 0.858 0.0624
C 0.612 -2.954 0.725 -0.2719
C -0.418 -3.321 -0.148 -0.3643
C -0.961 -4.613 -0.337 -0.4117
S -2.287 -4.529 -1.448 0.8954
C -2.012 -2.822 -1.598 -0.5015
N -1.048 -2.338 -0.902 0.0003
H 0.738 -4.716 1.875 0.1397
H 2.874 -4.571 3.827 0.0970
H 4.351 -2.855 4.864 0.0848
H 4.384 -0.552 4.001 0.0934
H 2.938 0.119 2.088 0.1069
H -0.603 -5.557 0.035 0.0323
H -2.642 -2.217 -2.237 0.0664
N -1.072 0.807 -1.776 -0.0135
C -0.999 0.770 -3.246 -0.2273
C 0.340 0.313 -3.811 -0.1983
C 0.701 -1.140 -3.529 -0.2381
N 1.209 -1.301 -2.168 -0.0373
H -1.779 0.180 -1.402 0.0675
H -1.304 1.729 -1.421 0.0705
H -1.215 1.766 -3.641 0.1037
H -1.784 0.109 -3.629 0.1085
H 1.137 0.953 -3.425 0.0755
H 0.298 0.460 -4.895 0.1125
H 1.438 -1.477 -4.268 0.1079
H -0.181 -1.778 -3.641 0.1041
H 2.111 -0.848 -2.046 0.0278
H 1.282 -2.274 -1.896 0.0868
C 0.779 5.157 -0.664 -0.0807
C 1.229 3.836 -1.285 -0.3965
C 1.029 3.888 -2.804 -0.0519
C 2.656 3.436 -0.972 -0.1728
C 3.646 4.402 -0.869 -0.0732
C 4.987 4.065 -0.750 -0.1253
C 5.326 2.723 -0.847 -0.0802
C 4.375 1.718 -0.965 -0.1522
C 4.881 0.339 -1.361 -0.3706
C 4.492 0.072 -2.822 -0.0626
C 4.523 -0.827 -0.444 -0.0685
C 2.978 2.039 -0.893 -0.2936
N 2.012 1.097 -0.820 -0.1026
H -0.294 5.294 -0.811 0.0751
H 1.286 6.012 -1.119 0.0680
H 0.983 5.198 0.410 0.0780
H 0.584 3.043 -0.908 0.0767
H 1.635 4.687 -3.241 0.0805
H -0.019 4.075 -3.060 0.0740
H 1.338 2.948 -3.264 0.0592
H 3.366 5.449 -0.889 0.0949
H 5.749 4.828 -0.645 0.0804
H 6.375 2.440 -0.865 0.0974
H 5.975 0.412 -1.344 0.1149
H 3.421 0.216 -2.972 0.0473
H 4.757 -0.945 -3.130 0.0742
H 5.000 0.778 -3.483 0.0789
H 3.449 -0.957 -0.343 0.0322
H 4.923 -0.669 0.558 0.0746
H 4.955 -1.754 -0.835 0.0771

***

# 5
85
Properties=species:S:1:pos:R:3:lowdin_charge:R:1 method="wB97M-V/def2-TZVPD" e_above_lowest_ev=0.026 orbital_gap_ev="6.2 / 6.3" s_squared=2.04 multiplicity=3 homo_energy_ev="-6.7 / -6.7" e_lumo_ha="-0.02043 / -0.01430"
Mo -0.267 -0.200 1.021 0.7134
O -2.691 -0.735 3.836 -0.1308
C -2.482 0.092 4.967 -0.2334
C -1.041 0.574 5.043 -0.5708
C -0.953 1.182 6.460 -0.2229
O 0.272 1.843 6.755 -0.0471
C -0.676 1.688 4.073 -0.4933
Se -1.217 1.662 2.184 0.5914
C -0.035 -0.566 4.940 -0.4944
Se 0.547 -1.258 3.194 0.6639
H -3.595 -1.056 3.837 0.0900
H -2.686 -0.468 5.891 0.1281
H -3.136 0.974 4.961 0.1342
H -1.167 0.405 7.201 0.1280
H -1.720 1.951 6.554 0.1312
H 0.966 1.184 6.841 0.0794
H 0.403 1.812 4.049 0.0646
H -1.106 2.629 4.417 0.0662
H -0.383 -1.431 5.507 0.0720
H 0.909 -0.235 5.368 0.0401
S -1.788 -2.001 1.046 0.5574
C -3.107 -1.707 -0.116 -0.6467
C -4.381 -2.157 0.217 -0.1174
C -5.428 -2.035 -0.689 -0.0834
C -5.204 -1.484 -1.943 -0.0833
C -3.931 -1.042 -2.282 -0.0935
C -2.891 -1.142 -1.369 -0.4154
As -1.064 -0.565 -1.636 1.2944
C -0.251 -2.262 -2.185 -0.3707
C -0.991 -3.424 -2.344 -0.0800
C -0.366 -4.604 -2.741 -0.0721
C 1.000 -4.625 -2.982 -0.0869
C 1.748 -3.465 -2.811 -0.0881
C 1.126 -2.297 -2.399 -0.1503
C -1.190 0.274 -3.416 -0.3680
C -2.145 1.266 -3.634 -0.1923
C -2.286 1.862 -4.878 -0.0779
C -1.458 1.490 -5.928 -0.0866
C -0.509 0.503 -5.725 -0.0854
C -0.380 -0.108 -4.480 -0.1008
H -4.544 -2.609 1.189 0.0979
H -6.418 -2.379 -0.415 0.1024
H -6.013 -1.398 -2.658 0.1018
H -3.757 -0.639 -3.270 0.0956
H -2.057 -3.418 -2.164 0.1009
H -0.953 -5.506 -2.863 0.1029
H 1.483 -5.543 -3.298 0.1001
H 2.818 -3.474 -2.989 0.1041
H 1.719 -1.404 -2.235 0.1048
H -2.795 1.571 -2.830 0.0705
H -3.041 2.625 -5.020 0.1066
H -1.559 1.962 -6.898 0.1025
H 0.136 0.190 -6.538 0.1025
H 0.348 -0.893 -4.369 0.0860
C 3.850 -4.121 0.622 -0.0467
O 2.593 -3.475 0.422 -0.0063
C 2.405 -2.169 0.678 -0.5865
O 1.300 -1.731 0.421 -0.1637
N 3.451 -1.489 1.178 0.0231
N 3.321 -0.145 1.502 0.0490
H 3.713 -5.141 0.284 0.0976
H 4.121 -4.135 1.680 0.0970
H 4.636 -3.652 0.029 0.0985
H 4.216 -2.019 1.553 0.1270
H 4.022 0.409 1.036 0.0988
H 3.275 -0.001 2.500 0.0685
C 3.017 5.067 1.792 -0.0756
C 1.695 4.573 1.264 -0.3080
O 1.834 3.167 0.983 -0.3035
P 1.180 2.448 -0.280 0.0745
O 1.242 0.936 0.039 -0.5923
Te -0.847 3.404 -0.988 0.4740
O 2.327 2.724 -1.365 -0.2874
C 2.222 2.102 -2.669 -0.2947
C 1.966 3.137 -3.740 -0.0847
H 2.939 6.127 2.044 0.0787
H 3.797 4.944 1.040 0.0783
H 3.308 4.520 2.691 0.0758
H 1.394 5.111 0.366 0.0776
H 0.898 4.680 1.998 0.1123
H 1.432 1.355 -2.662 0.0698
H 3.166 1.583 -2.835 0.1168
H 0.954 3.535 -3.657 0.0360
H 2.086 2.682 -4.728 0.0757
H 2.676 3.962 -3.646 0.0789

***

For each record above, in turn, the calculated strongest force on any atom values are 2.46, 0.31, 3.10, 0.51, 0.97 eV/Å.